6
Properties=species:S:1:pos:R:3:forces:R:3:mulliken_charge:R:1 method="wB97M-V/def2-TZVPD" smiles=[O-][N+]#CCl.Br de_lowest_kj_mol=331.8 lumo_energy_ha=0.0011 homo_ha=-0.3565
O 2.0872 2.8428 0.1528 0.334 0.438 0.445 -0.58
N 2.5777 1.7476 0.1791 -0.616 -3.404 -1.367 0.43
C 2.6868 0.5678 -0.0393 0.072 3.832 0.864 0.21
Cl 3.5786 -0.7823 -0.0112 0.909 -0.638 0.024 -0.06
Br 0.3780 -1.3118 0.0935 -0.660 -0.196 0.063 -0.22
H 0.0317 -0.1503 0.8338 -0.038 -0.032 -0.028 0.23

7
Properties=species:S:1:pos:R:3:forces:R:3:mulliken_charge:R:1 method="wB97M-V/def2-TZVPD" smiles=FC(F)(F)NBr de_lowest_kj_mol=2.3 lumo_energy_ha=0.0091 homo_ha=-0.3719
F 1.3349 -0.3988 0.7481 0.833 -1.138 0.239 -0.27
C 0.3361 -0.4466 -0.1443 -0.350 -0.802 1.194 0.85
F 0.0176 -1.7603 -0.4280 0.325 1.539 0.543 -0.25
F 0.7487 0.1046 -1.2306 1.171 0.052 -2.257 -0.25
N -0.6799 0.3073 0.4575 -1.017 -1.366 -0.244 -0.42
Br -1.4627 1.4850 -0.6794 -0.939 0.897 -0.159 0.01
H -0.2947 0.7090 1.2767 -0.022 0.819 0.686 0.32

5
Properties=species:S:1:pos:R:3:forces:R:3:lowdin_spin:R:1 method="wB97M-V/def2-TZVPD" de_lowest_kj_mol=213.5 lumo_energy_ha="0.0204 / -0.1181" multiplicity=3 homo_ha="-0.2739 / -0.4188"
C -0.5990 -0.5109 0.0002 -1.512 2.340 -0.001 0.35
N -0.2680 -1.7604 0.6102 0.273 -1.119 4.289 0.77
N -0.2683 -1.7603 -0.6103 0.272 -1.120 -4.290 0.77
Br -2.4306 0.0872 0.0000 1.075 -0.270 0.001 0.10
H 0.1195 0.2951 0.0000 -0.108 0.168 0.001 0.00

4
Properties=species:S:1:pos:R:3:forces:R:3:mulliken_charge:R:1 method="wB97M-V/def2-TZVPD" de_lowest_kj_mol=189.1 lumo_energy_ha=-0.1006 homo_ha=-0.3356
C 0.1672 -0.0445 -0.9168 -1.322 -0.823 0.834 0.32
S -1.1617 -0.3798 -1.5812 1.245 0.480 0.261 0.08
Br 0.3541 0.4653 2.2379 0.164 -0.494 -1.581 -0.50
H 0.6404 -0.0409 0.2601 -0.087 0.837 0.486 0.10

8
Properties=species:S:1:pos:R:3:forces:R:3:mulliken_charge:R:1 method="wB97M-V/def2-TZVPD" de_lowest_kj_mol=279.1 lumo_energy_ha=-0.0300 homo_ha=-0.3402
C 3.8012 -0.3765 0.5032 -0.246 0.544 0.774 0.03
N -0.0050 -0.6621 0.1722 -1.133 -4.546 -1.574 -0.40
F 0.0660 -3.2944 -0.0494 -1.337 2.698 -0.323 -0.25
F -0.8363 -1.9173 -1.9077 -0.003 -0.382 2.336 -0.28
S -0.9160 -1.8790 -0.1799 3.362 1.654 -1.129 0.66
Cl 3.8618 0.6097 -0.8897 0.123 -0.585 -0.176 -0.03
Cl 4.1577 -2.0109 0.2603 0.069 0.041 -0.593 -0.01
H -0.4154 0.1503 0.5640 -0.836 0.576 0.684 0.28

7
Properties=species:S:1:pos:R:3:forces:R:3:mulliken_charge:R:1 method="wB97M-V/def2-TZVPD" de_lowest_kj_mol=325.8 lumo_energy_ha="-0.0157 / -0.0157" homo_ha="-0.3458 / -0.3458"
C 0.8659 -0.2606 0.0629 -2.110 2.964 -1.793 0.09
N -1.0788 0.5032 0.0850 3.163 -4.269 1.761 0.65
O -1.2334 1.2677 -0.7710 -1.290 2.128 -1.506 -0.44
O -1.7959 -0.0814 0.8644 0.014 1.136 -0.719 -0.47
Cl 1.2475 -0.6383 -1.5946 -0.228 0.241 0.288 -0.09
Cl 0.7636 -1.5495 1.0546 0.190 -0.981 1.487 -0.05
H 1.2311 0.7588 0.2988 0.261 -1.220 0.482 0.31

7
Properties=species:S:1:pos:R:3:forces:R:3:mulliken_charge:R:1 method="wB97M-V/def2-TZVPD" de_lowest_kj_mol=379.5 lumo_energy_ha=-0.0171 homo_ha=-0.3817
C -0.7845 -0.1984 -0.2327 0.434 4.046 1.701 -0.10
O 2.0290 -0.1716 -0.3371 1.255 -1.140 -3.484 -0.19
O 1.8894 -0.0044 1.0460 -2.048 1.210 1.671 -0.25
P 0.8279 0.8526 -0.0450 -0.024 -0.546 1.583 0.45
Cl -1.6042 0.8118 -1.4650 0.120 -0.986 0.039 -0.14
Cl -1.6511 -0.0839 1.3326 -0.028 0.337 0.037 -0.15
H -0.7064 -1.2061 -0.2987 0.291 -2.920 -1.548 0.38

7
Properties=species:S:1:pos:R:3:forces:R:3:mulliken_charge:R:1 method="wB97M-V/def2-TZVPD" smiles="ClPCl.O=C=S" de_lowest_kj_mol=0.0 lumo_energy_ha=0.0214 homo_ha=-0.3583
Cl 1.0141 2.1915 -0.6455 0.587 0.703 -0.476 -0.20
P -0.0088 0.8317 0.4136 0.294 -0.735 0.710 0.25
Cl -1.7914 0.8556 -0.5255 -0.777 -0.048 -0.374 -0.16
H 0.4865 -0.2910 -0.2860 0.033 -0.036 -0.058 0.10
O -2.7315 -0.4120 2.7185 0.094 0.175 -0.008 -0.33
C -2.4282 0.6979 2.8184 -0.397 -1.155 -0.025 0.62
S -2.0179 2.1750 2.9492 0.166 1.097 0.231 -0.28

7
Properties=species:S:1:pos:R:3:forces:R:3:mulliken_charge:R:1 method="wB97M-V/def2-TZVPD" de_lowest_kj_mol=369.0 lumo_energy_ha="-0.0788 / -0.1093" homo_ha="-0.3602 / -0.3435"
C 1.1828 0.3739 -0.2694 -0.188 0.472 2.288 -0.17
O -1.0758 -1.6918 1.1020 1.758 -1.758 1.494 -0.41
P -1.2795 -0.5497 0.2524 -2.089 0.736 -0.768 0.64
S -3.2326 -0.3356 -0.1316 1.502 0.945 -0.524 -0.28
Cl 0.8146 1.1906 -1.6233 -0.524 1.226 -2.474 -0.03
Cl 1.6823 1.4070 1.0535 -0.384 -0.483 -0.029 -0.08
H 1.9082 -0.3945 -0.3836 -0.074 -1.139 0.013 0.33

8
Properties=species:S:1:pos:R:3:forces:R:3:mulliken_charge:R:1 method="wB97M-V/def2-TZVPD" smiles="O=P(Cl)(Cl)[C@@H](F)Cl" de_lowest_kj_mol=79.9 lumo_energy_ha=0.0116 homo_ha=-0.4167
O -1.5749 -0.7624 1.0438 -0.966 -0.451 1.677 -0.53
P -0.9033 0.0894 0.1094 0.773 -1.997 -1.913 0.87
Cl -1.0550 -0.7021 -1.7408 -0.647 0.292 -0.659 -0.21
Cl -1.3972 1.9464 0.0460 -0.277 1.449 -0.114 -0.13
C 0.9132 -0.0080 0.0768 0.951 0.533 -1.784 -0.03
F 1.3273 0.8226 1.0564 0.878 0.055 0.518 -0.21
Cl 1.3338 -1.7315 0.3819 0.148 1.006 -0.096 -0.09
H 1.3560 0.3457 -0.9734 -0.860 -0.886 2.370 0.33